Entry 1:
An isolated ion of composition C4H11NP and charge +1. Source: OMol25; level of theory: the ωB97M-V functional and the def2-TZVPD basis.

Each line ends with the natural charge from an NBO analysis.
Atoms and positions in Å:
1 C 1.782 -0.619 -0.075  -0.428
2 N 0.344 -0.240 -0.423  -0.355
3 C -0.068 1.090 0.123  -0.230
4 C -1.570 1.198 -0.273  -0.724
5 P -2.383 -0.471 -0.027  0.607
6 C -0.665 -1.275 -0.007  -0.495
7 H 1.982 -1.100 0.795  0.240
8 H 2.313 -1.407 -0.708  0.252
9 H 2.322 0.234 -0.265  0.225
10 H 0.468 0.012 -1.421  0.442
11 H 0.526 1.970 -0.324  0.248
12 H 0.059 1.089 1.166  0.227
13 H -2.012 1.964 0.446  0.283
14 H -1.809 1.397 -1.359  0.254
15 H -2.479 -0.406 1.349  -0.030
16 H -0.417 -2.068 -0.699  0.243
17 H -0.376 -1.627 0.962  0.242

The calculation puts the HOMO energy at -13.82 eV. The energy above the lowest of the compared OMol25 structures with the same formula, charge and spin comes out at 110.56 kJ/mol. The value obtained for the lowest unoccupied orbital energy is -0.1206 hartree. Its SMILES is C[N@@H+]1CCPC1. The charge is +1.

---

Entry 2:
C4H11NS as an isolated structure. Source: OMol25; level of theory: the ωB97M-V functional and the def2-TZVPD basis.

Each line ends with the natural charge from an NBO analysis.
Atoms and positions in Å:
1 C -2.121 0.266 -2.243  -0.613
2 C -1.031 0.780 -1.296  -0.505
3 S -1.346 0.216 0.418  -0.620
4 H -3.051 0.656 -1.818  0.208
5 H -2.215 -0.824 -2.323  0.203
6 H -2.010 0.705 -3.239  0.191
7 H -1.135 1.867 -1.353  0.192
8 H -0.038 0.407 -1.570  0.177
9 C 1.452 -0.596 1.867  0.049
10 C 1.814 0.679 1.337  -0.396
11 N 1.314 -1.759 1.108  -0.790
12 H 1.671 -0.770 2.919  0.229
13 H 2.229 1.391 2.036  0.251
14 H 2.059 0.805 0.294  0.263
15 H 0.616 0.290 1.478  0.338
16 H 0.430 -1.580 0.626  0.436
17 H 1.364 -2.531 1.758  0.387

The calculation puts the HOMO energy at -6.75 eV. The energy above the lowest of the compared OMol25 structures with the same formula, charge and spin comes out at 417.58 kJ/mol. The value obtained for the lowest unoccupied orbital energy is -0.0322 hartree. The charge is 0.

---

Entry 3:
C4H11NS in the gas phase. Source: OMol25; level of theory: the ωB97M-V functional and the def2-TZVPD basis.

Each line ends with the natural charge from an NBO analysis.
Atoms and positions in Å:
1 C 0.477 -1.725 2.069  -0.609
2 C -0.277 -0.792 1.138  -0.206
3 N 0.571 -0.454 0.030  -0.650
4 C 0.375 0.800 -0.654  -0.225
5 C -0.801 0.913 -1.655  -0.498
6 S -1.065 2.726 -2.015  -0.077
7 H 1.003 -2.466 1.472  0.202
8 H 1.248 -1.090 2.509  0.211
9 H -0.093 -2.227 2.843  0.211
10 H -0.463 0.172 1.612  0.188
11 H -1.214 -1.197 0.741  0.161
12 H 0.996 -1.144 -0.560  0.369
13 H 1.300 1.019 -1.186  0.192
14 H 0.117 1.556 0.075  0.193
15 H -0.602 0.538 -2.653  0.212
16 H -1.746 0.576 -1.241  0.216
17 H 0.174 2.795 -2.525  0.112

The calculation puts the HOMO energy at -8.38 eV. The energy above the lowest of the compared OMol25 structures with the same formula, charge and spin comes out at 70.90 kJ/mol. The value obtained for the lowest unoccupied orbital energy is 0.0370 hartree. Its SMILES is CCNCCS. The charge is 0.

---

Entry 4:
C4H11NS in the gas phase. Source: OMol25; level of theory: the ωB97M-V functional and the def2-TZVPD basis.

Each line ends with the natural charge from an NBO analysis.
Atoms and positions in Å:
1 N -1.191 0.352 -1.828  -0.857
2 C -1.438 0.055 -0.402  -0.219
3 C -0.435 -0.927 0.177  -0.415
4 C 1.029 -0.452 0.044  -0.401
5 C 1.308 0.953 0.589  -0.514
6 S 0.954 1.104 2.373  -0.045
7 H -1.956 0.121 -2.438  0.363
8 H -0.365 -0.111 -2.171  0.349
9 H -1.426 0.980 0.155  0.180
10 H -2.442 -0.346 -0.315  0.188
11 H -0.579 -0.922 1.254  0.211
12 H -0.592 -1.930 -0.212  0.207
13 H 1.305 -0.464 -1.002  0.201
14 H 1.610 -1.143 0.663  0.205
15 H 0.687 1.701 0.095  0.225
16 H 2.332 1.207 0.348  0.215
17 H 1.200 -0.179 2.667  0.109

The calculation puts the HOMO energy at -8.91 eV. The energy above the lowest of the compared OMol25 structures with the same formula, charge and spin comes out at 30.62 kJ/mol. The value obtained for the lowest unoccupied orbital energy is 0.0351 hartree. Its SMILES is NCCCCS. The charge is 0.

---

Entry 5:
C4H11NS in the gas phase. Source: OMol25; level of theory: the ωB97M-V functional and the def2-TZVPD basis.

Each line ends with the natural charge from an NBO analysis.
Atoms and positions in Å:
1 C 2.458 -0.383 -0.581  -0.768
2 S 1.421 1.065 -0.320  0.182
3 C -0.014 0.384 -1.277  -0.521
4 C -1.215 0.734 -0.386  -0.449
5 C -1.158 0.433 1.149  -0.220
6 N -0.876 -1.013 1.595  -0.868
7 H 3.457 -0.362 -0.003  0.231
8 H 2.782 -0.496 -1.687  0.205
9 H 1.943 -1.337 -0.331  0.223
10 H -0.012 -0.675 -1.549  0.221
11 H 0.108 0.860 -2.257  0.227
12 H -2.068 0.119 -0.788  0.206
13 H -1.713 1.771 -0.687  0.231
14 H -0.440 1.057 1.758  0.214
15 H -2.218 0.694 1.551  0.170
16 H -0.945 -1.113 2.610  0.363
17 H -1.510 -1.738 1.204  0.353

The calculation puts the HOMO energy at -8.24 eV. The energy above the lowest of the compared OMol25 structures with the same formula, charge and spin comes out at 143.38 kJ/mol. The value obtained for the lowest unoccupied orbital energy is 0.0371 hartree. Its SMILES is CSCCCN. The charge is 0.

---

Entry 6:
A 2-piece molecular cluster, C4H11NS overall. Source: OMol25; level of theory: the ωB97M-V functional and the def2-TZVPD basis.

Each line ends with the natural charge from an NBO analysis.
Atoms and positions in Å:
1 C -2.200 -0.036 1.780  -0.521
2 C -3.503 -0.264 1.570  0.011
3 N -4.115 -1.490 1.249  -0.778
4 H -1.521 -0.416 1.007  0.177
5 H -1.643 0.542 2.501  0.217
6 H -4.177 0.451 2.050  0.168
7 H -3.452 -2.045 0.714  0.362
8 H -4.939 -1.327 0.672  0.362
9 C 2.017 -0.995 -1.343  -0.727
10 S 2.247 0.592 -0.409  0.177
11 C 2.782 1.586 -1.810  -0.750
12 H 2.824 -1.293 -2.005  0.216
13 H 1.746 -1.755 -0.608  0.226
14 H 1.127 -0.794 -1.941  0.207
15 H 2.782 2.587 -1.371  0.227
16 H 2.009 1.554 -2.581  0.211
17 H 3.777 1.398 -2.220  0.215

The calculation puts the HOMO energy at -8.27 eV. The energy above the lowest of the compared OMol25 structures with the same formula, charge and spin comes out at 181.25 kJ/mol. The value obtained for the lowest unoccupied orbital energy is 0.0361 hartree. Its SMILES is C=CN.CSC. The charge is 0.

---

Entry 7:
C4H11NS in the gas phase. Source: OMol25; level of theory: the ωB97M-V functional and the def2-TZVPD basis.

Each line ends with the natural charge from an NBO analysis.
Atoms and positions in Å:
1 C -1.744 -0.166 -0.912  -0.621
2 C -0.692 0.913 -1.238  -0.399
3 C 0.020 1.546 -0.011  -0.556
4 S 0.343 0.487 1.390  0.033
5 C 1.289 -1.129 0.314  -0.228
6 N 0.919 -2.184 -0.606  -0.787
7 H -1.247 -0.815 -0.202  0.209
8 H -2.051 -0.744 -1.790  0.206
9 H -2.632 0.260 -0.448  0.210
10 H 0.073 0.477 -1.897  0.182
11 H -1.152 1.695 -1.857  0.209
12 H -0.631 2.366 0.328  0.222
13 H 0.965 1.998 -0.339  0.208
14 H 1.635 -1.574 1.242  0.194
15 H 2.039 -0.460 -0.084  0.191
16 H 0.649 -1.748 -1.482  0.362
17 H 0.095 -2.610 -0.191  0.366

The calculation puts the HOMO energy at -8.44 eV. The energy above the lowest of the compared OMol25 structures with the same formula, charge and spin comes out at 121.59 kJ/mol. The value obtained for the lowest unoccupied orbital energy is 0.0351 hartree. Its SMILES is CCCSCN. The charge is 0.

---

Entry 8:
An isolated ion of composition C4H11NS and charge +1. Source: OMol25; level of theory: the ωB97M-V functional and the def2-TZVPD basis.

Each line ends with the natural charge from an NBO analysis.
Atoms and positions in Å:
1 C 1.595 -0.737 1.774  -0.420
2 N 1.640 -0.571 0.345  -0.617
3 C 0.638 0.218 -0.320  -0.025
4 C -0.742 -0.533 -0.266  -0.659
5 S -2.130 0.475 0.137  0.710
6 C 1.008 0.459 -1.786  -0.610
7 H 1.572 0.192 2.357  0.182
8 H 2.462 -1.327 2.061  0.239
9 H 0.724 -1.342 2.043  0.184
10 H 2.535 -0.396 -0.078  0.391
11 H 0.519 1.185 0.171  0.161
12 H -0.789 -1.463 0.339  0.332
13 H -0.894 -1.032 -1.224  0.292
14 H -1.445 1.169 1.073  0.147
15 H 0.500 1.349 -2.142  0.229
16 H 0.757 -0.397 -2.410  0.224
17 H 2.091 0.532 -1.875  0.240

The calculation puts the HOMO energy (spin up / spin down) at -13.01 / -12.93 eV. As for the multiplicity: 2. The energy above the lowest of the compared OMol25 structures with the same formula, charge and spin comes out at 106.63 kJ/mol. The value obtained for the lowest unoccupied orbital energy (spin up / spin down) is -0.1434 / -0.3305 hartree. The charge is +1.

---

Entry 9:
A 2-piece molecular cluster, C4H11NS overall. Source: OMol25; level of theory: the ωB97M-V functional and the def2-TZVPD basis.

Each line ends with the natural charge from an NBO analysis.
Atoms and positions in Å:
1 C 2.149 -1.086 1.584  -0.803
2 S 0.793 0.121 1.470  0.803
3 C 2.007 1.448 1.829  -0.764
4 H 2.926 -0.970 0.742  0.293
5 H 2.571 -0.874 2.584  0.273
6 H 1.670 -2.105 1.293  0.281
7 H 2.706 1.179 2.639  0.266
8 H 1.374 2.226 2.099  0.247
9 H 2.617 1.684 0.811  0.297
10 C -2.560 0.863 -2.312  -0.441
11 C -2.063 -1.362 -1.401  -0.092
12 N -1.945 -0.499 -2.311  -0.336
13 H -3.592 0.596 -1.913  0.208
14 H -1.837 1.353 -1.679  0.208
15 H -2.554 1.204 -3.324  0.227
16 H -1.456 -2.351 -1.486  0.177
17 H -2.805 -1.426 -0.625  0.157

The calculation puts the HOMO energy (spin up / spin down) at -12.38 / -11.74 eV. As for the multiplicity: 2. The energy above the lowest of the compared OMol25 structures with the same formula, charge and spin comes out at 269.61 kJ/mol. The value obtained for the lowest unoccupied orbital energy (spin up / spin down) is -0.1401 / -0.3200 hartree. The charge is +1.

---

Entry 10:
C4H11NS2 in the gas phase. Source: OMol25; level of theory: the ωB97M-V functional and the def2-TZVPD basis.

Each line ends with the natural charge from an NBO analysis.
Atoms and positions in Å:
1 C 1.021 -0.386 2.420  -0.638
2 C 0.583 0.906 1.723  -0.217
3 N -0.497 0.776 0.779  -0.624
4 C -0.137 -0.189 -0.278  -0.244
5 C -0.734 0.222 -1.627  -0.520
6 S -1.345 -1.314 -2.432  0.061
7 S -0.738 -1.298 -4.381  -0.129
8 H 1.478 -1.011 1.646  0.199
9 H 0.375 -0.961 3.049  0.207
10 H 1.879 -0.121 3.052  0.209
11 H 1.523 1.221 1.267  0.187
12 H 0.415 1.703 2.449  0.196
13 H -1.345 0.416 1.192  0.355
14 H 0.917 -0.188 -0.357  0.195
15 H -0.396 -1.208 0.014  0.187
16 H -1.631 0.806 -1.449  0.223
17 H -0.065 0.771 -2.286  0.232
18 H -1.303 -0.145 -4.781  0.119

The calculation puts the HOMO energy at -8.52 eV. The energy above the lowest of the compared OMol25 structures with the same formula, charge and spin comes out at 94.86 kJ/mol. The value obtained for the lowest unoccupied orbital energy is 0.0235 hartree. Its SMILES is CCNCCSS. The charge is 0.

---

Entry 11:
C4H11NS2 in the gas phase. Source: OMol25; level of theory: the ωB97M-V functional and the def2-TZVPD basis.

Each line ends with the natural charge from an NBO analysis.
Atoms and positions in Å:
1 C 0.251 -1.963 -1.513  -0.617
2 C 0.731 -1.446 -0.170  -0.181
3 N 1.041 -0.015 0.090  -0.683
4 C 0.346 1.310 -0.262  -0.240
5 C -1.217 1.180 -0.147  -0.524
6 S -1.531 0.395 1.519  0.073
7 S -0.159 1.268 2.867  -0.156
8 H -0.122 -2.916 -1.180  0.229
9 H -0.667 -1.324 -1.751  0.189
10 H 0.949 -1.795 -2.231  0.211
11 H -0.085 -1.844 0.590  0.139
12 H 1.590 -1.770 0.202  0.191
13 H 1.475 0.058 1.055  0.371
14 H 0.612 1.530 -1.403  0.195
15 H 0.881 2.172 0.346  0.235
16 H -1.573 0.507 -0.821  0.212
17 H -1.753 2.175 -0.256  0.223
18 H -0.770 2.477 3.064  0.135

The calculation puts the HOMO energy at -8.19 eV. The energy above the lowest of the compared OMol25 structures with the same formula, charge and spin comes out at 247.03 kJ/mol. The value obtained for the lowest unoccupied orbital energy is 0.0138 hartree. Its SMILES is CCNCCSS. The charge is 0.

---

Entry 12:
C4H11NS2 in the gas phase. Source: OMol25; level of theory: the ωB97M-V functional and the def2-TZVPD basis.

Each line ends with the natural charge from an NBO analysis.
Atoms and positions in Å:
1 C -0.367 -1.305 2.488  -0.411
2 N 0.124 -1.047 1.142  -0.626
3 C -0.845 -0.504 0.261  -0.223
4 C -0.308 -0.280 -1.151  -0.408
5 C 1.144 0.303 -1.258  -0.513
6 S 1.103 2.128 -0.855  0.043
7 S 0.669 2.885 -2.681  -0.140
8 H -0.506 -0.380 3.047  0.171
9 H -1.243 -1.939 2.481  0.198
10 H 0.356 -1.915 3.051  0.197
11 H 0.905 -0.408 1.203  0.350
12 H -1.804 -1.027 0.230  0.201
13 H -1.194 0.551 0.540  0.144
14 H -0.889 0.461 -1.703  0.217
15 H -0.262 -1.260 -1.643  0.202
16 H 1.367 0.116 -2.308  0.230
17 H 1.919 -0.192 -0.678  0.226
18 H -0.169 3.813 -2.165  0.141

The calculation puts the HOMO energy at -8.28 eV. The energy above the lowest of the compared OMol25 structures with the same formula, charge and spin comes out at 102.20 kJ/mol. The value obtained for the lowest unoccupied orbital energy is 0.0210 hartree. Its SMILES is CNCCCSS. The charge is 0.

---

Entry 13:
A 2-piece molecular cluster, C4H11NSi2 overall. Source: OMol25; level of theory: the ωB97M-V functional and the def2-TZVPD basis.

Each line ends with the natural charge from an NBO analysis.
Atoms and positions in Å:
1 C 1.774 0.518 -1.091  -0.137
2 C 1.032 1.664 1.799  -1.054
3 C -1.073 1.257 -0.356  -1.130
4 C 0.198 -1.329 0.815  -1.123
5 N 2.607 0.742 -1.866  -0.307
6 Si -2.019 -2.215 -2.421  0.562
7 Si 0.469 0.494 0.280  1.527
8 H 2.001 2.084 1.298  0.241
9 H 0.390 2.479 1.830  0.227
10 H 1.329 1.222 2.815  0.251
11 H -0.939 2.387 -0.221  0.249
12 H -1.034 1.191 -1.460  0.258
13 H -1.931 0.868 0.090  0.248
14 H -0.893 -1.651 0.650  0.240
15 H 0.737 -2.239 0.266  0.263
16 H 0.542 -1.492 1.815  0.244
17 H -0.777 -2.249 -1.600  -0.294
18 H -2.412 -3.731 -2.643  -0.266

The calculation puts the HOMO energy at -8.69 eV. The energy above the lowest of the compared OMol25 structures with the same formula, charge and spin comes out at 192.79 kJ/mol. The value obtained for the lowest unoccupied orbital energy is -0.0480 hartree. The charge is 0.

---

Entry 14:
C4H11O2S2 as an isolated structure. Source: OMol25; level of theory: the ωB97M-V functional and the def2-TZVPD basis.

Each line ends with the natural charge from an NBO analysis.
Atoms and positions in Å:
1 C -0.913 -0.029 1.452  -0.443
2 C 0.378 0.750 1.616  -0.040
3 O 0.751 1.441 0.472  -0.877
4 C -0.715 -1.296 0.603  -0.551
5 S -2.013 -1.526 -0.656  0.039
6 S -1.198 -1.101 -2.523  0.040
7 C -0.440 0.545 -2.347  -0.782
8 H -1.251 -0.348 2.447  0.176
9 H -1.737 0.570 1.095  0.208
10 H 1.210 0.058 1.871  0.115
11 H 0.396 1.438 2.480  0.130
12 H 0.288 -1.450 0.189  0.249
13 H -0.771 -2.154 1.282  0.208
14 H -0.816 1.263 -3.072  0.199
15 H 0.640 0.430 -2.417  0.268
16 H -0.560 0.848 -1.306  0.279
17 H 1.609 0.796 -0.153  0.486
18 H 2.668 -0.500 -0.239  0.419
19 O 2.475 0.263 -0.794  -1.124

The calculation puts the HOMO energy at -4.15 eV. The energy above the lowest of the compared OMol25 structures with the same formula, charge and spin comes out at 44.01 kJ/mol. The value obtained for the lowest unoccupied orbital energy is 0.1201 hartree. The charge is -1.